1.
The following is a quantum chemistry calculation of an isolated molecule of C11H22N2O3S at a distorted geometry, from the Open Molecules 2025 dataset.

Geometry as XYZ:
```
39
C11H22N2O3S (ωB97M-V/def2-TZVPD)
C -2.825 -3.035 1.216
C -2.653 -1.497 1.357
S -1.153 -1.125 2.226
O -1.249 -1.709 3.541
O -0.008 -1.666 1.491
C -0.980 0.608 2.458
C 0.283 1.040 3.197
C -1.150 1.197 1.080
O -2.146 1.802 0.760
N -0.164 1.014 0.132
C -0.284 1.321 -1.284
C -0.264 -0.007 -2.029
C 1.092 -0.714 -1.885
C 2.260 0.188 -2.317
N 3.548 -0.443 -2.095
C 2.237 1.527 -1.506
C 0.882 2.186 -1.687
H -3.781 -3.327 0.763
H -2.048 -3.382 0.518
H -2.667 -3.546 2.173
H -2.687 -0.966 0.381
H -3.530 -1.149 1.924
H -1.791 0.925 3.087
H 0.259 2.110 3.456
H 0.412 0.422 4.102
H 1.166 0.878 2.579
H 0.575 0.363 0.405
H -1.226 1.856 -1.522
H -0.546 0.072 -3.061
H -1.045 -0.681 -1.577
H 1.063 -1.613 -2.522
H 1.245 -1.022 -0.863
H 2.099 0.383 -3.405
H 3.686 -1.197 -2.736
H 4.308 0.195 -2.163
H 3.040 2.216 -1.820
H 2.477 1.273 -0.477
H 0.719 2.385 -2.748
H 0.847 3.115 -1.149
```

Properties
Frontier orbital gap: 10.03 eV
Structure (SMILES): CCS(=O)(=O)[C@@H](C)C(=O)N[C@H]1CC[C@@H](N)CC1
LUMO energy: 0.027 hartree
Energy relative to the best compared isomer or geometry (same formula, charge and spin): 1.277 eV
Total charge: 0

Mulliken atomic charge list, values in e, 6 entries: number 1, C, carries -1.2949; number 2, C, carries -0.4185; number 3, S, carries 1.3543; number 4, O, carries -0.7047; number 5, O, carries -0.6713; number 6, C, carries 0.1058

---

2.
The following is a quantum chemistry calculation of a structure of composition C37H30N3O11SbSe4W, from the Open Molecules 2025 dataset.

Geometry as XYZ:
```
87
C37H30N3O11SbSe4W (ωB97M-V/def2-TZVPD)
W -0.665 0.326 -0.044
C 4.731 -3.861 -0.149
C 3.587 -3.235 0.613
C 3.550 -3.688 2.062
O 3.696 -1.806 0.509
C 2.412 -1.250 0.298
C 1.483 -2.472 0.185
O 2.371 -3.546 -0.046
C 0.435 -2.448 -0.955
O -0.464 -1.388 -0.562
C -0.350 -3.752 -0.922
C -1.456 -3.888 -0.094
C -2.131 -5.100 -0.028
C -1.696 -6.182 -0.777
C -0.584 -6.049 -1.598
C 0.085 -4.838 -1.674
C 0.903 -2.093 -2.354
C -0.074 -1.714 -3.274
C 0.272 -1.354 -4.564
C 1.604 -1.383 -4.958
C 2.579 -1.766 -4.052
C 2.233 -2.118 -2.752
C 2.077 -0.203 1.389
O 0.709 0.170 1.200
C 2.213 -0.739 2.801
C 1.115 -1.281 3.461
C 1.259 -1.822 4.731
C 2.499 -1.818 5.353
C 3.593 -1.264 4.704
C 3.451 -0.726 3.435
C 2.871 1.084 1.179
C 3.897 1.207 0.252
C 4.532 2.432 0.071
C 4.140 3.538 0.804
C 3.116 3.419 1.737
C 2.493 2.199 1.926
H 5.676 -3.598 0.324
H 4.739 -3.505 -1.178
H 4.625 -4.945 -0.146
H 4.451 -3.358 2.576
H 3.499 -4.776 2.092
H 2.688 -3.282 2.588
H 2.409 -0.708 -0.653
H 0.920 -2.622 1.115
H -1.810 -3.053 0.495
H -2.999 -5.189 0.612
H -2.223 -7.126 -0.725
H -0.239 -6.889 -2.186
H 0.950 -4.734 -2.317
H -1.114 -1.677 -2.968
H -0.498 -1.039 -5.257
H 1.878 -1.102 -5.967
H 3.620 -1.790 -4.348
H 3.007 -2.416 -2.061
H 0.138 -1.263 2.992
H 0.398 -2.241 5.236
H 2.610 -2.237 6.345
H 4.561 -1.247 5.188
H 4.306 -0.297 2.927
H 4.231 0.353 -0.322
H 5.330 2.515 -0.655
H 4.628 4.492 0.651
H 2.800 4.280 2.311
H 1.692 2.106 2.650
Se -2.002 2.147 -4.693
Sb -2.003 2.604 -2.388
Se 0.492 1.499 -1.698
Se -2.940 0.657 -1.040
Se -2.306 4.603 -1.179
O -6.036 4.320 3.354
N -6.155 3.115 3.357
O -7.139 2.502 3.712
C -4.996 2.324 2.915
C -5.085 0.943 2.913
C -4.012 0.209 2.468
C -2.811 0.803 2.035
O -1.783 0.106 1.661
C -2.784 2.211 2.095
C -3.852 2.977 2.520
N -1.575 2.914 1.727
O -0.780 2.397 0.918
O -1.370 3.999 2.188
N -4.163 -1.249 2.419
O -3.658 -1.834 1.484
O -4.809 -1.764 3.307
H -5.989 0.449 3.241
H -3.793 4.056 2.532
```

Properties
Frontier orbital gap: 5.97 eV
LUMO energy: -0.092 hartree
Energy relative to the best compared isomer or geometry (same formula, charge and spin): 0.000 eV
Total charge: 0

Mulliken atomic charge list, values in e, 6 entries: number 1, W, carries -0.0856; number 2, C, carries -1.7431; number 3, C, carries 1.3128; number 4, C, carries -1.6201; number 5, O, carries -0.3327; number 6, C, carries -1.1643

---

3.
The following is a quantum chemistry calculation of an isolated molecule of C5H8O2 at a distorted geometry, from the Open Molecules 2025 dataset.

Geometry as XYZ:
```
15
C5H8O2 (ωB97M-V/def2-TZVPD)
C -1.363 -1.565 0.571
C -0.510 -0.627 0.238
C 0.242 0.332 1.069
O 1.249 -0.177 1.889
C 0.400 0.273 -0.445
C -0.232 1.372 -1.253
O 1.639 -0.235 -0.864
H -1.474 -1.356 1.624
H -1.837 -2.332 -0.045
H -0.250 1.187 1.530
H 1.835 -0.680 1.303
H 0.473 2.196 -1.362
H -1.129 1.735 -0.734
H -0.542 1.005 -2.235
H 1.484 -1.116 -1.224
```

Properties
Frontier orbital gap: 9.68 eV
Structure (SMILES): C=C1[C@@H](O)[C@@]1(C)O
LUMO energy: 0.024 hartree
Energy relative to the best compared isomer or geometry (same formula, charge and spin): 3.060 eV
Total charge: 0

Mulliken atomic charge list, values in e, 6 entries: number 1, C, carries -0.8037; number 2, C, carries 0.3306; number 3, C, carries -0.3955; number 4, O, carries -0.5154; number 5, C, carries 0.6705; number 6, C, carries -1.3610

---

4.
The following is a quantum chemistry calculation of an isolated molecule of C4H3ClO at a distorted geometry, from the Open Molecules 2025 dataset.

Geometry as XYZ:
```
9
C4H3ClO (ωB97M-V/def2-TZVPD)
Cl 0.025 1.711 -1.903
C 0.108 0.637 -0.707
C -0.345 -0.770 -0.653
C -0.292 -1.156 0.703
O 0.328 -0.084 1.348
C 0.497 1.023 0.485
H -0.523 -1.443 -1.543
H -0.478 -2.020 1.343
H 0.681 2.104 0.928
```

Properties
Frontier orbital gap: 10.06 eV
Structure (SMILES): Clc1ccoc1
LUMO energy: 0.037 hartree
Energy relative to the best compared isomer or geometry (same formula, charge and spin): 1.104 eV
Total charge: 0

Mulliken atomic charge list, values in e, 6 entries: number 1, Cl, carries -0.2247; number 2, C, carries 0.6062; number 3, C, carries -0.4151; number 4, C, carries -0.2375; number 5, O, carries -0.3063; number 6, C, carries -0.3689

---

5.
The following is a quantum chemistry calculation of a cluster of 6 separate species, C30H36O12S3 in total at a distorted geometry, from the Open Molecules 2025 dataset.

Geometry as XYZ:
```
81
C30H36O12S3 (ωB97M-V/def2-TZVPD)
O 3.494 -20.600 2.203
C 3.887 -20.080 1.145
C 4.344 -20.829 -0.050
C 4.862 -20.240 -1.170
C 4.971 -18.726 -1.272
O 5.489 -18.075 -2.163
C 4.399 -17.999 -0.122
C 3.914 -18.635 0.992
H 4.401 -21.904 -0.128
H 5.204 -20.809 -2.022
H 4.298 -16.924 -0.132
H 3.434 -18.013 1.733
O 0.773 -15.078 4.670
C 1.273 -16.087 5.051
C 1.880 -17.034 4.115
C 2.249 -18.311 4.433
C 2.325 -18.851 5.789
O 2.858 -19.917 5.904
C 1.753 -17.859 6.752
C 1.330 -16.606 6.366
H 1.993 -16.674 3.103
H 2.676 -18.961 3.684
H 1.577 -18.250 7.743
H 0.980 -15.855 7.060
O 8.796 -22.195 10.349
C 9.007 -22.071 9.171
C 8.250 -22.613 8.072
C 8.602 -22.471 6.745
C 9.857 -21.794 6.278
O 10.237 -21.745 5.082
C 10.494 -21.135 7.391
C 10.046 -21.217 8.699
H 7.295 -22.999 8.396
H 7.850 -22.637 5.987
H 11.412 -20.643 7.105
H 10.474 -20.552 9.435
O 6.982 -15.009 2.287
S 5.885 -15.037 3.221
O 4.865 -16.113 3.136
C 6.542 -14.903 4.967
C 6.410 -13.475 5.445
C 5.174 -12.876 4.834
C 5.137 -13.326 3.368
H 7.498 -15.422 5.031
H 5.788 -15.427 5.555
H 6.394 -13.372 6.530
H 7.184 -12.807 5.068
H 5.278 -11.796 4.944
H 4.255 -13.154 5.350
H 5.886 -12.744 2.831
H 4.147 -13.224 2.925
O 5.587 -18.006 6.189
S 6.437 -19.123 5.733
O 6.754 -20.374 6.531
C 5.832 -19.728 4.016
C 7.174 -19.926 3.223
C 8.088 -18.754 3.667
C 8.087 -18.576 5.173
H 5.271 -18.897 3.588
H 5.124 -20.546 4.149
H 7.676 -20.850 3.511
H 6.996 -20.032 2.153
H 7.721 -17.888 3.116
H 9.111 -19.005 3.383
H 8.083 -17.548 5.535
H 8.833 -19.149 5.724
O 10.125 -14.957 0.395
S 10.387 -16.361 0.132
O 11.248 -17.146 1.027
C 8.746 -17.184 0.196
C 8.727 -17.972 -1.105
C 9.305 -17.080 -2.176
C 10.666 -16.820 -1.654
H 8.041 -16.353 0.213
H 8.586 -17.678 1.154
H 9.309 -18.876 -0.932
H 7.715 -18.342 -1.270
H 8.689 -16.203 -2.376
H 9.298 -17.675 -3.089
H 11.292 -16.132 -2.222
H 11.141 -17.799 -1.583
```

Properties
Frontier orbital gap: 7.74 eV
Structure (SMILES): O=C1C=CC(=O)C=C1.O=C1C=CC(=O)C=C1.O=C1C=CC(=O)C=C1.O=S1(=O)CCCC1.O=S1(=O)CCCC1.O=S1(=O)CCCC1
LUMO energy: -0.081 hartree
Total charge: 0

Mulliken atomic charge list, values in e, 6 entries: number 1, O, carries -0.5942; number 2, C, carries 0.7944; number 3, C, carries -0.5710; number 4, C, carries -0.6326; number 5, C, carries 0.1963; number 6, O, carries -0.5918

---

6.
The following is a quantum chemistry calculation of a cluster of 2 separate species, C2H6O2Si in total at a distorted geometry, from the Open Molecules 2025 dataset.

Geometry as XYZ:
```
11
C2H6O2Si (ωB97M-V/def2-TZVPD)
O 2.386 -0.753 1.402
Si 2.536 -0.562 -0.068
O 2.005 0.554 -1.043
H 3.297 -1.216 -1.080
H 1.544 1.285 -0.781
C -1.607 0.539 0.723
C -2.317 -0.180 -0.211
H -0.565 0.525 0.708
H -2.176 0.798 1.526
H -1.739 -0.574 -0.983
H -3.364 -0.415 -0.193
```

Properties
Frontier orbital gap: 10.48 eV
Structure (SMILES): O=[SiH]O.C=C
LUMO energy: 0.013 hartree
Energy relative to the best compared isomer or geometry (same formula, charge and spin): 1.664 eV
Total charge: 0

Mulliken atomic charge list, values in e, 6 entries: number 1, O, carries -0.4817; number 2, Si, carries 0.5744; number 3, O, carries -0.3522; number 4, H, carries -0.0653; number 5, H, carries 0.3258; number 6, C, carries -0.4131

---

7.
The following is a quantum chemistry calculation of an isolated molecule of C15H16BrN3O2S, from the Open Molecules 2025 dataset.

Geometry as XYZ:
```
38
C15H16BrN3O2S (ωB97M-V/def2-TZVPD)
C 0.870 3.697 -0.674
C 1.851 3.406 -1.803
C 2.202 1.922 -1.904
C 2.941 1.351 -0.729
C 3.784 2.051 0.072
C 4.493 1.416 1.153
O 5.252 1.924 1.944
N 4.230 0.030 1.231
C 3.381 -0.596 0.395
S 3.199 -2.323 0.632
C 2.296 -2.827 -0.870
C 0.778 -2.769 -0.692
O 0.102 -3.770 -0.677
N 0.337 -1.495 -0.569
C -0.961 -1.047 -0.330
C -2.074 -1.884 -0.369
C -3.334 -1.369 -0.130
C -3.485 -0.021 0.145
Br -5.225 0.687 0.466
C -2.389 0.824 0.193
C -1.131 0.307 -0.043
N 2.725 0.011 -0.543
H -0.076 3.191 -0.853
H 0.675 4.764 -0.610
H 1.270 3.366 0.282
H 2.759 3.994 -1.666
H 1.406 3.714 -2.751
H 2.832 1.763 -2.785
H 1.292 1.335 -2.055
H 3.965 3.103 -0.064
H 4.716 -0.489 1.953
H 2.593 -3.859 -1.055
H 2.629 -2.177 -1.678
H 1.061 -0.769 -0.610
H -1.948 -2.933 -0.580
H -4.197 -2.017 -0.160
H -2.517 1.872 0.416
H -0.268 0.954 0.003
```

Properties
Frontier orbital gap: 8.60 eV
Structure (SMILES): CCCc1cc(=O)[nH]c(SCC(=O)Nc2ccc(Br)cc2)n1
LUMO energy: 0.004 hartree
Energy relative to the best compared isomer or geometry (same formula, charge and spin): 0.000 eV
Total charge: 0

Mulliken atomic charge list, values in e, 6 entries: number 1, C, carries -1.0706; number 2, C, carries -0.5862; number 3, C, carries -0.4465; number 4, C, carries 0.2225; number 5, C, carries -0.2925; number 6, C, carries -0.0430

---

8.
The following is a quantum chemistry calculation of a structure of composition C31H64Br2F2NO15S2V at a distorted geometry, from the Open Molecules 2025 dataset.

Geometry as XYZ:
```
118
C31H64Br2F2NO15S2V (ωB97M-V/def2-TZVPD)
V -0.271 -3.612 -0.435
N 0.039 -1.586 -0.027
S -0.860 -0.520 0.704
O -1.935 0.100 -0.056
O -0.254 0.330 1.736
F -1.679 -1.593 1.578
S 0.633 -0.416 -1.112
O 1.689 0.491 -0.766
O -0.240 0.132 -2.153
F 1.525 -1.458 -1.936
C -2.376 -5.113 0.113
O -1.232 -5.490 -0.359
O -2.470 -3.870 -0.057
O -3.245 -5.969 -0.166
Br -1.067 5.448 2.112
C -2.592 4.185 2.291
C -2.143 2.860 2.855
Br -3.756 1.776 2.949
H -2.980 4.072 1.280
H -3.353 4.630 2.929
H -1.681 2.874 3.840
H -1.465 2.340 2.181
C 1.293 5.677 -1.567
C 2.122 5.531 -2.651
C 2.333 4.275 -3.249
C 1.561 3.222 -2.843
C 0.625 3.361 -1.810
C 0.516 4.565 -1.201
H 1.120 6.655 -1.142
H 2.690 6.392 -2.980
H 3.072 4.013 -3.993
H 1.755 2.265 -3.309
H -0.076 2.553 -1.660
H -0.166 4.727 -0.375
C 4.042 3.391 -0.119
C 4.729 4.525 -0.436
C 5.944 4.514 -1.122
C 6.404 3.321 -1.684
C 5.675 2.180 -1.491
C 4.613 2.212 -0.585
H 3.229 3.361 0.592
H 4.359 5.503 -0.153
H 6.465 5.441 -1.318
H 7.360 3.302 -2.189
H 5.929 1.204 -1.882
H 4.038 1.318 -0.386
C -4.642 -1.017 -1.700
C -4.993 -0.954 -0.187
O -4.888 -2.232 0.419
H -3.574 -1.092 -1.894
H -5.050 -0.172 -2.258
H -5.136 -1.902 -2.104
H -6.007 -0.579 -0.036
H -4.333 -0.218 0.278
H -3.992 -2.493 0.145
C 0.813 0.823 4.885
C 0.523 0.635 6.367
O -0.535 -0.312 6.523
H 0.971 -0.199 4.536
H 1.765 1.335 4.738
H 0.079 1.301 4.238
H 0.292 1.572 6.882
H 1.411 0.344 6.936
H -0.882 -0.281 7.418
C -3.774 -2.900 3.721
C -3.313 -1.843 4.739
O -2.654 -2.613 5.784
H -4.471 -2.476 2.998
H -4.303 -3.651 4.308
H -2.942 -3.375 3.204
H -4.108 -1.161 5.041
H -2.490 -1.237 4.354
H -1.754 -2.275 5.780
C 3.592 -0.598 1.677
C 3.795 -1.742 0.682
O 3.026 -2.933 0.979
H 2.518 -0.514 1.848
H 4.088 0.306 1.333
H 3.983 -0.800 2.677
H 4.815 -2.129 0.698
H 3.499 -1.306 -0.272
H 3.033 -3.485 0.192
C 0.343 -3.244 3.766
C 0.232 -4.355 2.752
O 0.622 -3.818 1.544
H 0.613 -3.655 4.741
H -0.696 -2.968 3.963
H 0.923 -2.373 3.471
H -0.784 -4.744 2.701
H 0.918 -5.153 3.051
H 1.536 -3.506 1.607
C 3.716 -1.863 -5.120
C 2.461 -2.761 -5.144
O 1.898 -2.957 -6.471
H 4.122 -1.794 -4.111
H 3.361 -0.873 -5.414
H 4.532 -2.157 -5.780
H 1.710 -2.325 -4.486
H 2.746 -3.751 -4.785
H 2.362 -2.312 -7.012
C -1.319 -2.282 -4.631
C -1.563 -2.670 -3.211
O -0.716 -3.706 -2.704
H -0.286 -1.925 -4.714
H -1.926 -1.487 -5.055
H -1.118 -3.162 -5.248
H -2.587 -3.053 -3.190
H -1.592 -1.793 -2.566
H -1.090 -4.477 -3.142
C -4.389 3.237 -2.748
C -3.048 2.937 -2.136
O -3.318 2.531 -0.725
H -5.075 2.393 -2.686
H -4.194 3.367 -3.816
H -4.810 4.141 -2.313
H -2.414 3.815 -2.007
H -2.404 2.190 -2.602
H -3.047 1.608 -0.652
```

Properties
Frontier orbital gap (alpha / beta): 6.05 / 6.10 eV
LUMO energy (alpha / beta): 0.058 / 0.057 hartree
⟨S²⟩: 3.7645
Total charge: -1
Spin multiplicity: 4

Mulliken atomic charge list, values in e, 6 entries: number 1, V, carries 0.7244; number 2, N, carries 1.1868; number 3, S, carries -0.3345; number 4, O, carries -0.1818; number 5, O, carries -0.2520; number 6, F, carries 0.1322